[1]
C4H5N3O | ωB97M-V/def2-TZVPD

Last column: Mulliken charge in e.
Positions of all 13 atoms, in Å:
N (0.0600, -0.9951, -0.1006)  -0.4640
H (2.5704, -1.5810, -0.1573)  0.3578
C (2.2160, -0.5830, 0.1250)  -0.0413
N (-0.5645, 1.3167, -0.0880)  -0.2813
C (-2.5746, -0.1954, 0.0729)  -0.9020
H (-2.8464, 0.1391, 0.9539)  0.3175
O (3.3106, 0.1918, -0.1203)  -0.4988
C (0.9985, -0.0703, 0.1728)  0.3322
C (-0.9575, -0.0932, -0.1848)  0.4745
H (3.1592, 1.2209, 0.1214)  0.3983
N (0.6301, 1.3851, 0.0453)  -0.2429
H (-3.0551, -1.2338, -0.0840)  0.2793
H (-2.9466, 0.4982, -0.7564)  0.2708

Values from the calculation:
* HOMO: -9.061 eV
* Kohn-Sham gap: 8.4 eV
* energy relative to the best compared isomer or geometry (same formula, charge and spin): 469.7 kJ/mol



[2]
C19H14BCl3F4FeN3O2PS2 | ωB97M-V/def2-TZVPD

Last column: Mulliken charge in e.
Positions of all 50 atoms, in Å:
C (4.5471, 5.0731, -1.2188)  -0.0783
H (0.3428, 0.6403, 3.6691)  0.4000
H (-4.4449, 0.3668, 0.4602)  0.4012
C (-4.7080, 4.8302, 1.8169)  -0.5489
O (1.7913, 0.2452, 2.3183)  -0.5634
C (-2.5457, 1.2964, -1.4182)  -1.0081
H (-3.6323, 3.1350, 2.5664)  0.2925
H (-5.6865, 6.4501, 0.7920)  0.3415
C (2.8638, 3.3389, -0.8340)  -0.7795
C (0.5992, 0.2603, 2.6686)  0.0384
H (-3.5836, 1.2858, -1.7612)  0.5066
B (-1.5862, -2.4942, -0.9350)  0.2758
H (-1.9464, 1.9637, -2.0394)  0.3351
C (5.0812, 2.6763, -1.5132)  0.6107
N (7.5051, 3.2604, -2.2209)  -0.5802
C (-3.9898, 3.9141, -0.6979)  -0.2789
H (-3.7386, 0.6295, 2.0836)  0.3977
N (1.3805, -2.4441, 0.8852)  -0.3368
P (-2.4155, 1.7595, 0.3578)  0.6489
N (4.8364, 6.1865, -1.2391)  -0.5857
H (2.1538, 4.1182, -0.5853)  0.5144
C (4.1612, 3.6852, -1.1911)  0.3706
C (-4.7486, 5.0741, -0.5675)  -0.5834
C (1.3285, -4.9147, 0.2627)  0.2513
C (-3.5180, 0.4434, 1.0314)  -1.0674
O (-0.3441, -0.1314, 1.9316)  -0.3823
F (-0.9721, -3.4769, -1.7014)  -0.3468
C (-5.1084, 5.5395, 0.6884)  -0.3995
H (-3.7080, 3.5786, -1.6885)  0.2822
F (-0.6198, -1.3784, -0.8091)  -0.2878
H (5.3967, 0.5651, -1.6964)  0.4922
H (-2.9683, -0.4982, 0.9688)  0.1848
F (-1.8794, -2.9271, 0.3518)  -0.3781
C (4.6851, 1.3461, -1.4577)  -0.8464
H (-5.0602, 5.6167, -1.4525)  0.3556
C (6.4288, 3.0084, -1.9019)  -0.0763
F (-2.7135, -1.9651, -1.5697)  -0.3617
C (3.3914, 1.0009, -1.0778)  0.5376
C (1.2998, -3.5536, 0.5665)  0.4790
S (0.8305, 1.5896, -0.3465)  -0.0681
C (2.4691, 2.0069, -0.7750)  0.1981
Cl (2.1494, -5.3366, -1.1975)  -0.1614
C (-3.9557, 3.6745, 1.6810)  -0.5459
H (-2.1409, 0.2886, -1.5162)  0.0531
H (-4.9764, 5.1880, 2.8043)  0.3502
S (2.9033, -0.6671, -0.9775)  -0.3883
C (-3.5826, 3.1880, 0.4216)  0.2297
Fe (0.9959, -0.5825, 0.2981)  0.8000
Cl (2.9838, -5.6850, 1.9799)  -0.5640
Cl (-0.0527, -5.8574, 0.6545)  -0.1303

Values from the calculation:
* charge: -2
* HOMO (alpha / beta): -2.490 / -3.790 eV
* Kohn-Sham gap (alpha / beta): 5.1 / 7.5 eV
* energy relative to the best compared isomer or geometry (same formula, charge and spin): 19.3 kJ/mol
* multiplicity: 5



[3]
C31H29N2O5PPdS | ωB97M-V/def2-TZVPD

Last column: Mulliken charge in e.
Positions of all 70 atoms, in Å:
H (-5.0326, -0.1430, 2.0054)  0.2180
C (1.4725, 2.5347, 3.5129)  -1.4603
C (-3.8293, 0.4686, -1.0157)  0.1131
H (-6.4556, 0.3215, -3.8825)  0.3465
C (-4.6355, -2.1103, 2.7440)  -0.7530
H (-3.9678, -4.0600, 3.3529)  0.3468
H (-4.4142, 5.0775, 3.4744)  0.3660
C (2.7829, 2.9754, 2.9190)  1.0903
H (1.1377, 1.6050, 3.0507)  0.2177
H (3.8297, 3.0175, 4.7864)  0.2334
H (5.2208, 3.9456, -0.8219)  0.3653
P (-2.5839, 0.6230, 0.3595)  1.1392
H (1.5691, 2.3656, 4.5867)  0.3126
H (2.1501, -2.6025, 3.8738)  0.4371
H (-4.5040, 5.1749, 0.9990)  0.3714
H (1.4330, -2.0974, -0.3453)  0.4631
H (7.2241, 3.3899, 3.6178)  0.3482
C (-4.3240, -0.9632, 2.0285)  0.3490
C (-3.7272, -3.1615, 2.7952)  -0.4205
C (4.0957, 3.5734, 0.9755)  1.2421
C (-3.4714, -0.0097, -2.2845)  -0.3063
Pd (-0.5555, 1.0551, -0.0564)  -0.4632
C (5.1989, 3.7713, 1.7978)  -0.9743
H (-5.4627, 1.1820, 0.1752)  0.2045
S (-1.8621, -0.7640, -2.6865)  1.4063
H (-7.1323, 1.0799, -1.6087)  0.3792
H (3.5954, 4.6599, -0.8066)  0.3073
C (3.9056, 3.1851, 3.7155)  -1.1706
C (-3.7822, 3.1762, 0.7371)  -0.2794
N (1.9628, -0.8624, 1.2780)  0.6223
C (6.3210, 3.8240, 4.0526)  -1.4683
O (0.9325, 3.9435, 0.4713)  -0.7265
C (-2.2031, -1.9010, 1.4236)  -0.2553
H (-1.7971, -3.8670, 2.1690)  0.3994
C (1.6910, -2.0396, 0.6997)  -0.3100
H (6.5072, 4.8929, 4.1919)  0.2713
H (-5.5850, -2.1845, 3.2625)  0.3752
O (-1.7611, -1.8201, -1.6975)  -0.6298
H (-3.8057, 3.2425, -0.3440)  0.4959
C (2.8864, 3.1763, 1.5438)  0.8069
C (-4.4252, -0.0446, -3.3000)  -0.5119
C (-4.1179, 4.2200, 2.8814)  -0.4207
C (1.7266, -2.9913, 1.6992)  -0.6096
C (-3.2651, 1.9738, 2.7357)  -0.3207
H (1.9506, 0.0578, 0.8229)  0.4082
C (2.0325, -2.2506, 2.8602)  -0.3766
O (-0.8500, 0.2737, -2.5957)  -0.6509
C (4.1861, 3.7903, -0.5108)  -1.5276
O (1.5118, 1.7842, 0.2393)  -1.0290
H (-2.8772, 1.0900, 3.2276)  0.4749
H (-4.1098, -0.4197, -4.2634)  0.5131
C (-4.1707, 4.2710, 1.4961)  -0.6795
C (-6.1093, 0.7831, -1.8120)  -0.8481
C (-3.6559, 3.0629, 3.4973)  -0.6854
C (1.6572, 2.9756, 0.6719)  -0.0532
C (5.1201, 3.5841, 3.1739)  0.7646
H (-3.5853, 3.0143, 4.5781)  0.3648
H (3.7763, 2.9351, -1.0505)  0.2806
H (6.1768, 3.3826, 5.0398)  0.3395
N (2.1655, -0.9572, 2.5944)  -0.8364
C (-3.1046, -0.8424, 1.3657)  0.1283
C (-5.7314, 0.3576, -3.0756)  -0.5112
H (1.5362, -4.0467, 1.6093)  0.3917
H (-1.2597, -1.8020, 0.8991)  0.2412
H (6.1449, 4.0718, 1.3537)  0.2888
C (-3.3358, 2.0005, 1.3405)  0.0556
C (-5.1609, 0.8315, -0.8040)  -0.0966
H (0.6986, 3.2836, 3.3348)  0.4184
O (-2.0498, -1.2584, -4.0485)  -0.8436
C (-2.5129, -3.0543, 2.1326)  -0.6787

Values from the calculation:
* charge: -2
* HOMO: -0.753 eV
* Kohn-Sham gap: 5.1 eV
* energy relative to the best compared isomer or geometry (same formula, charge and spin): 34.7 kJ/mol



[4]
C3H7NS3 | ωB97M-V/def2-TZVPD

Last column: Mulliken charge in e.
Positions of all 14 atoms, in Å:
H (-0.4552, -1.4067, 1.0596)  0.2754
S (-2.9983, -0.9118, -0.0317)  -0.1247
C (-1.5694, -0.1043, -0.3085)  0.3364
H (0.1032, 1.2520, 1.1763)  0.2978
H (-3.7567, 0.0265, -0.4158)  0.1404
H (2.0896, -0.9488, -0.6575)  0.2791
N (1.7965, 0.7221, -0.1326)  -0.5741
H (1.2188, -0.2042, 1.6594)  0.3764
H (1.3532, 1.2959, -1.1377)  0.2737
H (2.5565, 1.3643, 0.1952)  0.2483
S (-1.3167, 1.3777, -1.1829)  -0.2366
C (0.6923, 0.2699, 0.8021)  -0.8176
S (0.5803, -1.9177, -1.1347)  -0.2983
C (-0.2942, -0.8148, 0.1088)  -0.1761

Values from the calculation:
* HOMO: -8.478 eV
* Kohn-Sham gap: 7.8 eV
* energy relative to the best compared isomer or geometry (same formula, charge and spin): 347.6 kJ/mol



[5]
C5H7N3O2S | ωB97M-V/def2-TZVPD

Last column: Mulliken charge in e.
Positions of all 18 atoms, in Å:
C (-0.8720, 0.4115, 3.1055)  0.7582
C (0.7189, 1.0792, 0.6394)  0.6812
C (-0.4337, 0.8698, -2.1111)  -0.6307
H (-0.1315, -1.8267, -0.6229)  0.2835
O (-0.6167, 1.4836, 3.4069)  -0.3402
C (0.3444, -1.2950, 0.2016)  -0.8381
H (0.6117, 1.3049, -2.2878)  0.3066
H (-1.3958, 1.2714, -1.7271)  0.2931
N (0.6072, 2.3764, 0.3187)  -0.5484
C (1.6892, 0.8926, 1.7414)  -0.5420
H (0.0338, -1.5393, 1.2471)  0.2763
N (-0.0430, 0.1328, 0.1177)  -0.2435
N (2.0245, 2.0490, 2.3403)  -0.3736
H (1.6728, -0.0598, 2.0954)  0.5742
S (1.4810, 3.2758, 1.4561)  0.1514
H (-0.6492, -0.0972, -2.5051)  0.2763
H (1.4634, -1.4964, 0.1236)  0.3056
O (-1.2236, -0.6404, 2.8666)  -0.3899

Values from the calculation:
* HOMO (alpha / beta): -8.251 / -8.000 eV
* Kohn-Sham gap (alpha / beta): 7.9 / 6.8 eV
* energy relative to the best compared isomer or geometry (same formula, charge and spin): 461.7 kJ/mol